1.
C10H13N2O2 as an isolated structure. Source: the OMol25 dataset; level of theory: wB97M-V/def2-TZVPD.

Summary:
Total charge: +1
LUMO level (alpha / beta): -5.20 / -5.20 eV
Kohn-Sham gap (alpha / beta): 7.64 / 7.65 eV
Multiplicity: 1
HOMO energy (alpha / beta): -12.85 / -12.85 eV
Energy relative to the best compared isomer or geometry (same formula, charge and spin): 460.0 kJ/mol
DFT total energy: -648.40358 Ha

Each line ends with the Mulliken charge.
Atoms and positions in Å:
C1 -3.50 0.08 0.07  -0.416
C2 -3.23 -1.19 -0.44  -0.627
C3 -2.45 0.88 0.44  -0.840
C4 -1.95 -1.61 -0.79  -0.543
C5 -1.15 0.43 0.31  0.694
C6 -0.93 -0.75 -0.36  0.183
C7 0.14 1.01 0.85  -1.083
C8 1.24 0.17 0.09  0.959
C9 1.56 0.83 -1.29  -1.441
C10 2.42 -0.16 0.97  -1.562
N1 0.94 -2.42 0.74  0.417
N2 0.43 -1.01 -0.41  0.634
O1 0.81 -1.78 -1.47  -0.474
O2 -0.03 -2.86 1.18  -0.130
H1 -4.47 0.54 0.28  0.405
H2 -4.07 -1.84 -0.70  0.394
H3 -2.75 1.68 1.10  0.363
H4 -1.58 -2.38 -1.43  0.547
H5 0.40 2.14 0.58  0.354
H6 0.30 1.02 1.89  0.388
H7 1.49 1.94 -1.00  0.355
H8 0.67 0.76 -2.00  0.378
H9 2.48 0.62 -1.75  0.490
H10 3.10 0.65 1.10  0.426
H11 3.01 -0.93 0.33  0.346
H12 2.07 -0.73 1.91  0.385
H13 1.77 -1.78 -1.58  0.397

---

2.
An isolated ion of composition C2H4NO2 and charge +1. Source: the OMol25 dataset; level of theory: wB97M-V/def2-TZVPD.

Summary:
Total charge: +1
LUMO level: -6.08 eV
Kohn-Sham gap: 9.78 eV
Multiplicity: 1
HOMO energy: -15.86 eV
SMILES string: [NH3+]C(=O)C=O
Energy relative to the best compared isomer or geometry (same formula, charge and spin): 250.4 kJ/mol
DFT total energy: -283.46079 Ha

Each line ends with the Mulliken charge.
Atoms and positions in Å:
N1 -0.63 0.83 -0.23  -0.414
C1 0.58 0.13 0.44  0.648
O1 1.16 0.77 1.18  -0.250
C2 0.38 -1.33 -0.12  -0.286
O2 0.70 -2.26 0.47  -0.206
H1 -0.59 1.55 0.58  0.380
H2 -1.41 0.11 -0.34  0.391
H3 -0.45 1.62 -0.81  0.314
H4 0.27 -1.43 -1.17  0.424

---

3.
The molecule C2H5NOSi. Source: the OMol25 dataset; level of theory: wB97M-V/def2-TZVPD.

Summary:
LUMO level (alpha / beta): 0.62 / -5.56 eV
Kohn-Sham gap (alpha / beta): 5.55 / 5.81 eV
Multiplicity: 3
HOMO energy (alpha / beta): -4.93 / -11.37 eV
Energy relative to the best compared isomer or geometry (same formula, charge and spin): 358.1 kJ/mol
DFT total energy: -498.40693 Ha

Each line ends with the Mulliken charge.
Atoms and positions in Å:
C1 2.54 0.01 -0.11  0.092
C2 -1.45 0.80 0.15  -0.507
N1 3.42 0.73 -0.04  -0.243
O1 -0.64 -0.28 0.53  -0.074
Si1 0.57 -1.14 -0.02  0.156
H1 -1.55 1.62 0.86  0.252
H2 -2.49 0.39 -0.07  0.250
H3 -1.12 1.29 -0.80  0.284
H4 0.26 -1.16 -1.39  -0.083
H5 0.46 -2.25 0.88  -0.128

---

4.
The molecule C4H6O2. Source: the OMol25 dataset; level of theory: wB97M-V/def2-TZVPD.

Summary:
LUMO level: 0.78 eV
Kohn-Sham gap: 10.63 eV
Multiplicity: 1
HOMO energy: -9.85 eV
SMILES string: O=C[C@@H]1C[C@@H]1O
Energy relative to the best compared isomer or geometry (same formula, charge and spin): 173.2 kJ/mol
DFT total energy: -306.44032 Ha

Each line ends with the Mulliken charge.
Atoms and positions in Å:
O1 1.88 1.13 1.06  -0.473
C1 1.08 0.24 1.25  -0.098
C2 0.49 -0.62 0.17  -0.039
C3 0.23 -0.03 -1.18  -0.678
C4 -0.91 -0.29 -0.25  -0.025
O2 -1.51 0.77 0.43  -0.516
H1 0.73 0.00 2.27  0.333
H2 0.75 -1.67 0.27  0.352
H3 0.35 -0.67 -2.05  0.254
H4 0.53 1.01 -1.31  0.248
H5 -1.58 -1.13 -0.46  0.337
H6 -2.04 1.27 -0.20  0.307